Entry 1:
6
Properties=species:S:1:pos:R:3:forces:R:3 method="wB97M-V/def2-TZVPD" lumo_ev=-1.0 orbital_gap_ev=9.28 spin_multiplicity=1 e_above_lowest_kcal_mol=1.0 homo_ha=-0.3760 smiles="N=O.O"
H 1.423054 1.416286 1.128882 -0.1 -0.4 -0.5
H -0.696963 -1.101931 -0.794640 0.6 -0.3 -0.4
H -1.580551 -0.387444 0.143312 -0.3 0.3 0.4
N 1.342855 1.110306 0.101805 -0.2 -1.2 0.2
O 1.131719 -0.084934 0.045417 0.3 1.7 0.4
O -1.620115 -0.952282 -0.624776 -0.4 0.0 0.0

***

Entry 2:
52
Properties=species:S:1:pos:R:3:forces:R:3 method="wB97M-V/def2-TZVPD" lumo_ev=0.7 orbital_gap_ev=6.91 spin_multiplicity=1 total_charge=-1 e_above_lowest_kcal_mol=42.7 homo_ha=-0.2272
K 2.164325 1.633463 0.457370 0.2 0.8 0.0
C -0.091700 0.006038 -2.209182 -0.1 -0.6 -0.5
C -1.321119 -0.888076 -1.899762 1.5 -0.3 -1.0
C -0.999047 -2.048438 -0.980007 0.8 -0.3 1.5
N -2.174299 -2.693529 -0.242351 -1.4 2.1 0.0
C -3.339504 -2.861965 -1.251746 2.2 -0.4 1.5
C -1.804625 -3.959177 0.510112 0.6 0.6 -0.6
C -2.359270 -3.795522 1.918985 -1.0 -1.2 0.4
C -3.131885 -2.472032 2.024767 0.1 -0.3 -0.9
C -2.612808 -1.690837 0.819213 1.0 -0.2 1.7
H -0.362498 0.764957 -2.944729 -0.3 0.4 0.5
H 0.667745 -0.538485 -2.776533 0.2 -0.3 0.5
H 0.313811 0.472147 -1.324056 0.1 0.2 0.1
H -1.472368 -1.343842 -2.879793 -1.3 0.4 0.0
H -2.056439 -0.201173 -1.485898 -0.5 -0.4 -0.2
H -0.355821 -1.675148 -0.178718 -0.1 0.0 0.1
H -0.432660 -2.906953 -1.346227 -0.1 0.3 -0.9
H -3.612767 -1.870081 -1.589749 0.0 -0.1 -0.3
H -4.143510 -3.333999 -0.694968 -0.1 -0.3 -0.4
H -2.763672 -3.456477 -1.958202 -1.3 -0.2 -0.8
H -2.079408 -4.816485 -0.103151 -0.5 0.0 0.2
H -0.716480 -4.017235 0.550143 0.0 0.3 -0.1
H -3.038668 -4.609947 2.177539 0.1 -0.1 -0.1
H -1.548960 -3.871404 2.641059 0.0 0.3 0.0
H -4.216627 -2.534657 1.934760 0.0 -0.6 0.3
H -2.875908 -2.021174 2.979706 -0.2 0.4 -0.2
H -3.296678 -0.915730 0.489790 0.3 -0.2 -0.5
H -1.677979 -1.280155 1.200627 -0.1 0.6 -0.5
C -2.643501 1.566153 1.964669 1.6 1.2 0.2
F -2.747869 0.384057 2.605226 -0.3 -0.1 0.0
F -2.671292 1.317180 0.634207 -0.1 -0.2 0.0
F -3.717337 2.288718 2.256013 0.0 -0.1 0.0
S -0.995444 2.455182 2.463072 -0.5 1.9 0.7
O 0.018302 1.408860 2.317953 -0.5 -0.2 -0.3
O -0.882633 3.591460 1.573455 0.0 -1.2 -0.8
O -1.284396 2.924525 3.802521 0.0 -1.4 0.0
C 2.566215 2.498284 -4.466287 -0.3 1.4 1.8
F 2.197114 1.241010 -4.719805 -0.3 -0.1 -0.6
F 3.736138 2.421081 -3.826520 0.5 -0.1 -0.1
F 2.763644 3.198635 -5.580412 -0.2 -0.5 -0.4
S 1.366536 3.427981 -3.283853 -0.7 1.2 0.7
O 0.025312 3.209894 -3.803785 0.5 -0.4 -0.4
O 1.574234 2.768544 -1.993689 0.4 -0.6 -0.3
O 1.798154 4.818832 -3.283653 0.2 -1.3 -0.6
C 6.522623 1.417674 2.675367 -0.7 3.0 -1.1
F 5.719390 0.404104 2.960664 0.3 -0.8 0.1
F 7.334598 1.679426 3.697128 -0.1 -0.4 0.5
F 7.320698 1.161518 1.625061 -0.2 -0.9 0.0
S 5.460817 2.977711 2.213937 1.3 0.8 0.9
O 4.782820 3.321075 3.460978 0.2 -0.7 -1.0
O 6.439888 3.948921 1.763482 0.0 -0.5 0.4
O 4.654801 2.495099 1.105264 -0.9 -0.8 0.1

***

Entry 3:
107
Properties=species:S:1:pos:R:3:forces:R:3 method="wB97M-V/def2-TZVPD" lumo_ev=0.1 orbital_gap_ev=8.96 spin_multiplicity=1 e_above_lowest_kcal_mol=270.4 homo_ha=-0.3244
C -3.292730 2.020530 -30.822980 -0.3 -3.5 -0.3
O -3.885060 1.105800 -31.430560 0.2 1.6 0.8
N -2.548280 1.840070 -29.753960 1.9 -2.8 3.6
N -3.256470 3.282160 -31.083870 -1.8 3.2 -3.0
H -1.907260 2.517050 -29.365500 -0.5 -0.2 -0.1
H -2.614640 0.947640 -29.285700 0.4 0.1 -0.2
H -3.871930 3.424940 -31.871860 0.6 1.4 -0.3
H -2.502460 3.866020 -30.751210 -0.7 0.2 -0.5
C -0.678440 10.867230 -32.560930 3.1 -2.1 1.8
O 0.000850 10.176870 -31.791140 0.0 0.6 -0.1
N -0.159980 11.510900 -33.601740 0.9 0.9 -1.4
N -1.953940 11.033740 -32.417330 -4.0 0.6 0.1
H 0.838880 11.427590 -33.725930 -0.4 -0.1 -0.4
H -0.802050 11.816430 -34.319030 0.8 0.2 -0.1
H -2.440600 10.639170 -31.625140 0.1 -0.1 -0.4
H -2.453000 11.338480 -33.240840 -0.5 0.0 0.6
C -7.319380 6.066480 -36.630400 -1.6 2.1 -2.1
O -6.912810 5.649130 -35.635770 3.0 -3.0 6.0
N -7.730750 7.293360 -36.766450 -1.1 4.7 0.4
N -7.490110 5.421200 -37.731080 0.0 -3.6 -3.5
H -7.609820 7.867870 -35.944610 -0.3 0.3 -0.4
H -8.158980 7.609100 -37.624950 0.2 0.4 0.6
H -7.289850 4.438490 -37.611570 -0.4 0.0 -0.9
H -8.000610 5.845050 -38.492560 0.3 -0.9 0.1
C -5.029980 15.375520 -30.908170 -2.0 -1.1 -1.0
O -4.652340 15.489210 -29.802870 1.4 0.1 4.6
N -4.354540 15.826920 -31.941680 1.3 1.1 -2.7
N -6.180620 14.739570 -31.251100 -0.5 -0.1 -0.6
H -4.861260 15.998680 -32.798330 0.8 0.0 0.0
H -3.397170 16.117850 -31.804220 -0.4 0.2 -0.2
H -6.794580 14.383500 -30.532510 -0.1 0.2 -0.3
H -6.435740 14.862000 -32.220650 -0.7 -0.6 0.5
C -9.083330 9.203230 -25.661750 0.7 -1.2 -3.0
O -9.549930 9.002950 -26.751110 -1.5 -0.3 -1.7
N -9.709770 9.697780 -24.656140 -3.3 2.1 3.1
N -7.835540 8.939740 -25.395790 3.9 -0.6 1.2
H -9.301580 9.731350 -23.732910 -0.7 0.0 -0.2
H -10.678790 9.885050 -24.870720 0.1 0.2 0.7
H -7.289990 8.336310 -25.994410 0.0 0.4 0.2
H -7.496920 9.366550 -24.545330 0.8 -0.7 -0.4
C -4.835690 9.643320 -38.998640 0.8 -1.2 -0.3
O -3.683670 9.622370 -39.314510 2.3 -0.3 -3.0
N -5.916490 9.172430 -39.656790 -1.4 -0.5 -1.1
N -5.046450 10.026370 -37.779510 -2.2 1.6 4.0
H -6.827940 9.489040 -39.358270 0.2 0.0 -0.2
H -5.853000 8.796160 -40.591930 0.3 0.3 0.3
H -4.241790 10.399180 -37.296170 -0.4 -0.2 0.1
H -5.913640 9.818330 -37.305370 0.4 0.3 0.2
C -3.635080 11.529330 -26.866990 1.6 -5.2 -2.6
O -3.562970 10.410030 -27.474090 -0.5 2.2 0.7
N -4.676210 11.885060 -26.195130 -3.4 0.7 1.6
N -2.599240 12.322900 -26.786680 2.0 1.4 -0.1
H -4.731340 12.835010 -25.856540 -0.6 -0.2 -0.2
H -5.488540 11.354370 -26.475450 -0.3 0.4 0.5
H -2.575710 12.908090 -25.963820 0.8 0.1 -0.4
H -1.793650 11.920560 -27.244120 0.3 0.5 0.5
C -4.184500 5.595170 -27.120260 -2.9 1.3 -6.0
O -5.092750 5.972060 -27.947310 1.8 -0.8 2.8
N -3.934960 4.331650 -26.865870 -1.3 -3.3 0.8
N -3.128020 6.303750 -26.821460 1.6 2.3 1.6
H -3.156830 4.055300 -26.284280 -0.4 -0.4 -0.4
H -4.544170 3.686600 -27.348440 0.3 -0.3 0.5
H -3.132800 7.298120 -26.998370 0.1 0.0 0.4
H -2.680700 5.868930 -26.027140 0.8 1.3 0.0
C -5.876380 9.160660 -31.893350 -0.3 -1.4 -1.8
O -6.135510 9.651360 -32.961630 -0.8 2.2 -2.0
N -5.628750 7.878340 -31.827110 1.1 -4.4 0.4
N -5.820410 9.713260 -30.729540 -0.1 3.4 4.1
H -5.397150 7.434790 -30.949770 -0.1 0.0 -0.2
H -5.675770 7.268310 -32.630700 0.0 0.5 0.0
H -5.585800 9.214280 -29.883320 -0.1 0.0 -0.3
H -6.257810 10.607800 -30.560530 0.3 -0.1 -0.3
C -10.548980 12.137910 -35.990040 1.1 3.5 -4.0
O -10.294250 13.030760 -36.807900 0.2 -0.1 0.6
N -9.747940 11.359620 -35.389930 5.6 -3.8 3.2
N -11.729270 11.763110 -35.693790 -7.2 -0.3 0.5
H -8.738270 11.376530 -35.409950 -0.4 0.4 -0.2
H -10.160570 10.694730 -34.751380 0.7 0.1 0.0
H -12.484050 12.264600 -36.139800 0.0 -0.3 0.2
H -11.950020 10.953530 -35.131690 -0.1 0.4 -0.3
C -9.390200 2.578820 -31.892010 -5.4 2.0 -2.6
O -10.329350 3.222940 -32.418640 1.1 -0.5 1.1
N -8.162060 2.810120 -32.054190 5.7 2.7 -1.4
N -9.512120 1.471590 -31.244930 -2.1 -4.4 3.2
H -7.509090 2.175300 -31.617470 0.5 0.9 -0.7
H -7.951920 3.579240 -32.674190 0.7 -0.3 0.2
H -8.667890 1.045030 -30.890790 -0.7 -0.2 0.3
H -10.397330 1.259000 -30.807560 0.3 -0.1 -0.1
C -8.338300 14.283380 -26.961070 -1.5 -0.9 -1.9
O -8.502090 13.619540 -27.962450 0.6 -0.8 -1.1
N -7.401820 15.166340 -26.749480 2.7 2.0 0.7
N -9.232750 14.266100 -25.990410 -2.1 -0.4 2.6
H -6.668840 15.344310 -27.421170 -0.1 0.0 0.2
H -7.481930 15.661910 -25.873070 0.8 0.2 -0.5
H -9.169520 14.905130 -25.210830 -0.3 -0.4 -0.1
H -9.986160 13.595740 -26.045980 0.2 0.3 0.0
C -1.062430 5.960270 -35.986090 3.2 6.1 1.1
O -0.794040 7.120910 -35.608610 0.8 -1.2 -0.5
N -0.335840 5.084350 -36.564800 5.7 -1.5 -2.5
N -2.166570 5.459050 -35.829070 -11.0 -2.2 2.4
H 0.612490 5.391450 -36.402110 0.6 -1.3 -0.8
H -0.698610 4.145200 -36.645360 1.1 0.2 0.1
H -2.497300 4.670500 -36.366580 -0.2 0.3 0.4
H -2.838270 6.085290 -35.408670 -0.4 -0.4 -0.2
O -4.415680 12.893960 -35.041120 0.3 0.0 -0.1
H -5.043210 13.616360 -35.065190 -0.1 0.2 -0.1
H -4.881560 12.186090 -34.596020 -0.2 -0.3 0.2

***

Entry 4:
74
Properties=species:S:1:pos:R:3:forces:R:3 method="wB97M-V/def2-TZVPD" lumo_ev="-5.0 / -7.5" orbital_gap_ev="8.53 / 6.59" spin_multiplicity=5 total_charge=+2 homo_ha="-0.4956 / -0.5184" s_squared=6.042
Rh 0.246503 -1.030641 0.478879 0.0 0.0 0.0
N -1.275094 -1.813532 4.463844 0.1 0.0 0.1
C -0.462079 -0.800754 4.928347 -0.1 -0.1 -0.1
C 0.177375 -0.307212 3.836877 0.0 -0.1 -0.1
N -0.231187 -1.004355 2.719214 0.2 0.1 0.1
C -1.100701 -1.898550 3.133303 -0.2 -0.1 0.0
C -1.797052 -2.709516 2.152055 -0.1 0.0 0.1
N -1.576382 -2.503667 0.870854 0.1 0.0 -0.1
C -2.448287 -3.327291 0.193226 0.1 0.1 -0.1
C -3.190715 -4.032909 1.085223 0.0 0.0 0.1
N -2.765560 -3.627501 2.331092 -0.1 -0.1 0.0
H -1.863718 -2.391733 5.041354 0.0 0.0 0.0
H -0.413906 -0.531601 5.969090 0.0 0.0 0.0
H 0.897482 0.490345 3.790336 0.0 0.0 0.0
H -2.496283 -3.351982 -0.881089 0.0 0.0 0.0
H -3.963171 -4.769753 0.951388 0.0 0.0 0.0
H -3.120496 -3.980924 3.204953 0.0 0.0 0.0
C -0.418430 -3.748908 -2.642527 -0.2 -0.2 0.0
Si 0.379567 -2.086445 -2.646447 0.0 0.1 0.1
C 2.009677 -2.223472 -1.757302 0.1 0.0 0.1
C 0.628331 -1.453544 -4.361344 0.0 0.2 -0.2
N -0.534738 -0.967849 -1.565203 0.0 0.1 0.0
C -1.483169 -0.084007 -1.847689 0.0 -0.1 -0.1
C -2.133613 0.014205 -3.124981 0.1 0.0 0.2
C -3.121309 0.925515 -3.349630 -0.1 0.1 0.1
C -3.518787 1.804021 -2.323238 0.0 0.0 0.0
C -2.917607 1.766942 -1.069996 -0.1 0.0 -0.1
C -1.919438 0.852187 -0.838050 0.1 -0.2 0.0
O -1.243161 0.774870 0.345408 0.1 0.1 0.0
C -1.745617 1.474786 1.466699 0.1 -0.1 -0.2
C -1.130846 2.650067 1.834844 0.1 0.1 0.1
C -1.590242 3.302902 2.974560 0.0 0.0 0.0
C -2.645974 2.773670 3.704558 0.0 0.0 0.0
C -3.252141 1.588033 3.299720 0.0 0.0 0.0
C -2.798546 0.925247 2.168038 -0.1 0.0 0.1
H 0.221967 -4.430673 -3.210118 0.0 0.0 0.0
H -1.400142 -3.749368 -3.124582 0.0 0.0 0.0
H -0.518252 -4.150125 -1.632528 0.0 0.0 -0.1
H 2.727299 -2.794947 -2.353814 0.0 0.0 0.0
H 1.901040 -2.777776 -0.816176 0.0 0.0 0.1
H 2.452935 -1.248204 -1.543576 0.0 0.0 -0.1
H 1.443210 -2.028664 -4.810072 0.0 0.0 0.0
H 0.910199 -0.397847 -4.389416 0.0 0.0 0.0
H -0.248795 -1.599443 -4.993694 0.1 0.0 0.0
H -1.836946 -0.668303 -3.905165 0.0 0.0 0.0
H -3.603312 0.974694 -4.316643 0.0 0.0 0.0
H -4.304248 2.525644 -2.508140 0.0 0.0 0.0
H -3.226497 2.450973 -0.291701 0.0 0.0 0.0
H -0.311190 3.046992 1.247642 0.0 0.0 0.0
H -1.125433 4.230185 3.283379 0.0 0.0 0.0
H -3.007702 3.292376 4.582236 0.0 0.0 0.0
H -4.084177 1.183750 3.862062 0.0 0.0 0.0
H -3.259421 0.007819 1.819214 0.0 0.0 0.0
C 3.612518 4.242446 -0.651004 0.0 0.1 0.0
Ge 3.121776 2.383514 -0.888433 0.0 0.0 0.0
C 4.446521 1.441373 -1.950271 0.1 0.0 -0.1
C 1.356804 2.158973 -1.676214 -0.1 0.1 0.0
C 3.015621 1.707274 0.979077 0.0 0.0 0.0
Se 2.583537 -0.144553 1.404248 0.0 0.1 0.0
C 4.140707 -1.010357 0.641308 0.0 0.0 0.0
H 3.634197 4.761711 -1.609721 0.0 0.0 0.0
H 4.607187 4.305274 -0.208575 0.0 0.1 0.0
H 2.905578 4.754312 0.002315 0.0 0.0 0.0
H 4.597830 2.004171 -2.873119 0.0 0.0 0.0
H 4.125496 0.436403 -2.226292 0.0 0.0 0.0
H 5.405928 1.382798 -1.435256 0.0 0.0 0.0
H 1.368124 2.403704 -2.739882 0.0 0.0 0.0
H 0.624369 2.804191 -1.185285 0.0 0.0 0.0
H 1.040572 1.122354 -1.568265 -0.1 -0.1 0.0
H 2.265561 2.304742 1.501813 0.0 -0.1 0.0
H 3.967339 1.884991 1.483294 0.0 0.0 0.1
H 4.288301 -0.693670 -0.384061 0.0 0.0 0.0
H 3.992748 -2.085787 0.688562 0.0 0.0 0.0
H 4.988059 -0.727577 1.260452 0.0 0.0 0.0